{"formula": "C48H58IrN3O4Te", "method": "ωB97M-V/def2-TZVPD", "elements": ["Ir", "C", "O", "C", "C", "C", "C", "C", "C", "C", "C", "C", "C", "C", "C", "C", "C", "C", "C", "C", "C", "C", "C", "C", "C", "C", "C", "C", "C", "C", "C", "C", "C", "O", "C", "C", "C", "C", "C", "O", "C", "C", "C", "C", "C", "C", "O", "C", "C", "C", "C", "H", "H", "H", "H", "H", "H", "H", "H", "H", "H", "H", "H", "H", "H", "H", "H", "H", "H", "H", "H", "H", "H", "H", "H", "H", "H", "H", "H", "H", "H", "H", "H", "H", "H", "H", "H", "H", "H", "H", "H", "H", "H", "H", "H", "H", "H", "H", "H", "H", "H", "H", "H", "H", "H", "H", "H", "H", "H", "Te", "N", "C", "N", "C", "N"], "coordinates": [[0.656, 0.611, 1.199], [1.273, -2.581, 2.344], [1.618, -1.760, 1.221], [1.659, -2.345, -0.028], [0.644, -3.158, -0.526], [-0.673, -3.500, 0.161], [-1.645, -2.453, 0.702], [-2.749, -2.947, 1.392], [-3.824, -2.160, 1.791], [-3.746, -0.799, 1.489], [-2.658, -0.261, 0.806], [-2.654, 1.191, 0.341], [-1.649, 2.107, 1.020], [-1.905, 2.695, 2.250], [-0.998, 3.578, 2.859], [0.221, 3.777, 2.238], [0.538, 3.229, 0.996], [1.851, 3.622, 0.343], [2.491, 2.615, -0.576], [2.741, 2.903, -1.912], [3.339, 1.983, -2.766], [3.653, 0.737, -2.227], [3.424, 0.411, -0.900], [3.777, -0.968, -0.367], [2.770, -2.013, -0.810], [2.915, -2.615, -2.050], [1.966, -3.487, -2.569], [0.842, -3.725, -1.790], [2.188, -4.129, -3.939], [3.457, -4.998, -3.891], [2.364, -3.034, -5.000], [1.015, -5.016, -4.356], [2.858, 1.371, -0.040], [2.693, 1.112, 1.275], [3.630, 2.276, -4.240], [5.103, 1.965, -4.550], [3.369, 3.741, -4.592], [2.740, 1.402, -5.136], [-0.428, 2.424, 0.349], [-0.369, 2.267, -1.021], [-0.856, 3.396, -1.735], [-1.357, 4.330, 4.143], [-1.575, 3.352, 5.296], [-0.253, 5.308, 4.554], [-2.647, 5.130, 3.907], [-1.575, -1.081, 0.434], [-0.523, -0.551, -0.217], [-5.032, -2.816, 2.477], [-6.173, -1.826, 2.708], [-5.569, -3.950, 1.589], [-4.613, -3.406, 3.833], [1.719, -3.570, 2.226], [0.196, -2.660, 2.474], [1.691, -2.088, 3.218], [-0.483, -4.227, 0.956], [-1.241, -4.052, -0.588], [-2.783, -4.021, 1.576], [-4.567, -0.136, 1.749], [-3.655, 1.596, 0.486], [-2.435, 1.193, -0.727], [-2.848, 2.458, 2.742], [0.973, 4.407, 2.699], [2.544, 3.827, 1.163], [1.709, 4.562, -0.196], [2.455, 3.884, -2.281], [4.089, -0.027, -2.868], [3.820, -0.922, 0.717], [4.763, -1.248, -0.741], [3.791, -2.354, -2.637], [0.039, -4.341, -2.181], [4.349, -4.389, -3.721], [3.587, -5.539, -4.836], [3.389, -5.728, -3.080], [3.186, -2.360, -4.748], [1.455, -2.432, -5.085], [2.579, -3.481, -5.978], [0.866, -5.841, -3.654], [1.217, -5.444, -5.341], [0.083, -4.446, -4.421], [5.764, 2.532, -3.888], [5.336, 2.233, -5.587], [5.326, 0.903, -4.421], [3.973, 4.414, -3.977], [2.315, 4.006, -4.461], [3.626, 3.915, -5.642], [2.879, 0.339, -4.916], [2.970, 1.574, -6.195], [1.682, 1.629, -4.967], [-1.823, 3.722, -1.341], [-0.975, 3.083, -2.772], [-0.151, 4.232, -1.686], [-0.663, 2.779, 5.497], [-2.379, 2.654, 5.083], [-1.850, 3.898, 6.205], [0.690, 4.790, 4.759], [-0.555, 5.823, 5.469], [-0.073, 6.064, 3.784], [-3.496, 4.470, 3.710], [-2.533, 5.805, 3.054], [-2.884, 5.726, 4.794], [-6.523, -1.398, 1.764], [-5.880, -1.015, 3.376], [-7.015, -2.350, 3.171], [-5.867, -3.564, 0.610], [-6.443, -4.414, 2.059], [-4.820, -4.730, 1.429], [-4.248, -2.624, 4.500], [-3.813, -4.143, 3.710], [-5.465, -3.902, 4.311], [-0.239, -0.327, -2.966], [-0.014, 0.182, 3.191], [-0.928, -0.143, 3.847], [-1.765, -0.636, 4.679], [-2.955, -0.203, 5.027], [-4.019, 0.097, 5.390]], "atomic_forces_ev_per_a": [[0.2, -0.2, -0.4], [0.2, 0.1, -0.2], [-0.2, -0.1, 0.2], [0.1, 0.0, 0.1], [-0.2, 0.0, -0.1], [0.2, 0.1, 0.1], [0.1, -0.1, 0.0], [0.0, -0.1, -0.1], [0.0, 0.1, 0.1], [0.0, 0.0, -0.1], [-0.1, 0.1, 0.1], [0.1, -0.1, 0.2], [-0.1, 0.0, 0.1], [0.0, 0.0, 0.1], [-0.1, 0.0, 0.0], [0.2, 0.0, 0.0], [0.0, -0.1, 0.0], [0.0, 0.0, 0.0], [-0.1, 0.1, 0.0], [0.0, 0.1, 0.0], [0.0, 0.0, 0.0], [0.0, -0.1, 0.0], [0.1, -0.1, 0.0], [-0.1, 0.0, -0.1], [0.1, 0.0, 0.0], [0.0, 0.1, -0.1], [0.1, -0.1, 0.0], [-0.2, 0.1, -0.1], [0.0, 0.0, 0.0], [0.0, 0.0, 0.0], [0.0, 0.0, 0.0], [0.0, 0.0, 0.0], [0.2, -0.1, 0.3], [-0.3, -0.1, -0.6], [0.0, 0.0, 0.0], [0.0, 0.0, 0.0], [0.0, 0.1, 0.0], [0.0, 0.0, 0.0], [-0.3, 0.5, 0.0], [0.0, -0.1, -0.4], [0.1, -0.1, 0.1], [0.0, 0.0, -0.1], [0.1, -0.1, 0.1], [0.0, 0.1, 0.0], [0.0, 0.0, 0.0], [0.3, 0.1, -0.4], [-0.2, 0.2, 0.7], [0.1, 0.0, 0.0], [-0.1, 0.0, 0.0], [0.0, 0.0, -0.1], [0.1, 0.0, 0.0], [0.0, 0.0, 0.0], [-0.1, 0.0, 0.0], [0.0, 0.0, 0.0], [0.0, 0.0, 0.1], [0.0, -0.1, 0.0], [0.0, 0.1, 0.0], [0.1, 0.0, 0.0], [-0.1, 0.1, 0.0], [0.0, 0.0, -0.1], [0.1, 0.0, -0.1], [-0.1, -0.1, -0.1], [0.0, 0.0, 0.0], [0.0, 0.0, -0.1], [0.0, -0.1, 0.0], [0.0, 0.1, 0.1], [0.0, 0.0, 0.1], [0.0, 0.0, 0.0], [0.0, -0.1, 0.1], [0.1, 0.0, 0.0], [-0.1, 0.0, 0.0], [0.0, 0.1, 0.1], [0.0, 0.0, -0.1], [-0.1, 0.0, 0.0], [0.1, 0.0, 0.0], [0.0, 0.0, 0.1], [0.0, 0.0, 0.0], [0.0, 0.0, 0.0], [0.1, 0.0, 0.0], [0.0, 0.0, 0.0], [0.0, 0.0, 0.1], [0.0, 0.1, 0.0], [0.0, 0.0, 0.0], [0.1, 0.0, 0.0], [0.0, 0.0, 0.1], [0.0, 0.1, 0.0], [0.0, 0.0, 0.1], [0.1, 0.0, 0.0], [-0.1, 0.0, 0.0], [0.0, 0.0, 0.0], [0.0, 0.0, 0.0], [-0.1, 0.0, 0.0], [-0.1, -0.2, 0.0], [0.0, 0.0, 0.0], [-0.1, 0.1, 0.0], [0.0, 0.0, 0.0], [0.0, 0.0, 0.1], [0.1, 0.0, 0.0], [0.0, 0.0, 0.0], [0.0, 0.0, -0.1], [0.0, 0.0, 0.1], [0.1, 0.0, 0.0], [0.0, 0.0, 0.0], [0.0, 0.0, 0.0], [0.1, 0.0, 0.0], [-0.1, 0.1, 0.0], [0.0, 0.0, 0.0], [-0.1, 0.0, 0.0], [0.1, 0.0, 0.0], [0.0, 0.0, 0.0], [-0.3, 0.1, -0.1], [-0.1, 0.0, 0.4], [0.0, -0.2, 0.1], [0.0, 0.3, -0.3], [0.3, -0.1, -0.1]], "lowdin_spin": [2.206, 0.003, 0.048, 0.005, 0.016, 0.003, 0.015, -0.002, 0.015, -0.001, 0.017, 0.009, 0.050, 0.011, 0.042, 0.015, 0.054, 0.009, 0.041, -0.004, 0.036, -0.008, 0.035, 0.004, 0.006, 0.002, 0.020, 0.025, 0.001, 0.001, 0.010, 0.000, 0.014, 0.137, 0.005, 0.002, 0.000, 0.014, 0.005, 0.054, 0.014, 0.004, 0.002, 0.000, 0.002, 0.017, 0.216, 0.002, 0.000, 0.001, 0.001, 0.001, 0.000, 0.000, 0.001, 0.001, 0.000, 0.000, 0.001, 0.003, 0.000, 0.000, 0.002, 0.002, -0.001, -0.001, 0.000, 0.001, 0.000, 0.000, 0.000, 0.000, 0.000, 0.000, 0.019, 0.000, 0.000, 0.000, 0.001, 0.000, 0.000, 0.000, 0.000, 0.000, 0.000, 0.002, 0.001, 0.017, 0.001, 0.012, 0.000, 0.000, 0.000, 0.000, 0.000, 0.000, 0.000, 0.000, 0.000, 0.000, 0.000, 0.000, 0.000, 0.000, 0.000, 0.000, 0.000, 0.000, 0.000, 1.638, 0.072, 0.027, 0.014, 0.002, 0.006], "energy_ev": -73509.8104, "spin_multiplicity": 6, "total_charge": -1}

***

{"formula": "C48H58LaN12O5S", "method": "ωB97M-V/def2-TZVPD", "elements": ["La", "C", "C", "C", "C", "C", "C", "C", "C", "C", "C", "C", "C", "C", "C", "C", "C", "N", "C", "C", "C", "N", "C", "C", "C", "N", "C", "C", "C", "C", "C", "C", "C", "C", "C", "C", "C", "C", "N", "C", "C", "H", "H", "H", "H", "H", "H", "H", "H", "H", "H", "H", "H", "H", "H", "H", "H", "H", "H", "H", "H", "H", "H", "H", "H", "H", "H", "H", "H", "H", "H", "H", "H", "H", "H", "H", "H", "H", "H", "H", "H", "H", "H", "H", "H", "O", "H", "H", "O", "H", "H", "N", "C", "N", "N", "C", "N", "H", "H", "H", "H", "N", "C", "O", "S", "O", "O", "C", "N", "C", "C", "C", "N", "C", "C", "C", "N", "C", "C", "H", "H", "H", "H", "H", "H"], "coordinates": [[0.156, 0.125, 0.609], [5.398, -1.599, 3.319], [4.945, -0.249, 3.877], [3.492, 0.005, 3.635], [2.463, -0.099, 4.508], [2.532, -0.409, 5.969], [2.617, 0.856, 6.826], [1.238, 0.229, 3.775], [-0.027, 0.295, 4.280], [-1.277, 0.628, 3.636], [-2.532, 0.732, 4.255], [-2.846, 0.475, 5.697], [-3.105, -1.005, 5.986], [-3.454, 1.058, 3.240], [-2.710, 1.145, 2.060], [-3.278, 1.311, 0.652], [-2.448, 2.039, -0.391], [-1.127, 1.830, -0.547], [-0.707, 2.636, -1.579], [0.663, 2.761, -2.005], [1.811, 2.271, -1.455], [1.890, 1.497, -0.295], [3.187, 1.296, 0.003], [3.673, 0.705, 1.184], [2.923, 0.403, 2.339], [1.593, 0.512, 2.456], [4.017, 1.897, -1.051], [3.175, 2.500, -1.927], [3.537, 3.270, -3.158], [3.380, 2.432, -4.429], [5.513, 1.893, -1.059], [6.105, 2.975, -0.154], [-1.808, 3.333, -2.103], [-2.925, 2.954, -1.336], [-4.336, 3.440, -1.484], [-4.656, 4.622, -0.568], [-1.799, 4.278, -3.266], [-1.855, 3.554, -4.612], [-1.411, 0.871, 2.289], [-4.927, 1.293, 3.392], [-5.285, 2.772, 3.539], [6.466, -1.759, 3.478], [5.197, -1.666, 2.250], [4.855, -2.412, 3.803], [5.535, 0.552, 3.421], [5.152, -0.206, 4.949], [3.399, -1.044, 6.165], [1.655, -0.991, 6.265], [3.526, 1.412, 6.597], [2.619, 0.615, 7.889], [1.771, 1.514, 6.625], [-0.113, 0.077, 5.340], [-3.724, 1.058, 5.989], [-2.030, 0.832, 6.331], [-3.947, -1.369, 5.395], [-3.327, -1.182, 7.040], [-2.233, -1.605, 5.718], [-4.219, 1.862, 0.748], [0.805, 3.390, -2.878], [4.745, 0.582, 1.256], [4.566, 3.625, -3.076], [2.911, 4.163, -3.229], [4.025, 1.553, -4.391], [3.638, 3.006, -5.320], [2.352, 2.085, -4.539], [5.874, 2.031, -2.081], [5.875, 0.911, -0.740], [5.787, 3.964, -0.487], [7.195, 2.946, -0.160], [5.763, 2.850, 0.873], [-5.037, 2.622, -1.289], [-4.513, 3.732, -2.524], [-4.498, 4.354, 0.478], [-5.689, 4.957, -0.681], [-3.997, 5.463, -0.786], [-0.907, 4.911, -3.229], [-2.650, 4.959, -3.188], [-0.994, 2.893, -4.729], [-1.863, 4.252, -5.451], [-2.752, 2.935, -4.675], [-5.294, 0.746, 4.266], [-5.465, 0.869, 2.538], [-4.780, 3.203, 4.405], [-6.360, 2.921, 3.658], [-4.960, 3.338, 2.664], [-0.918, -2.055, 2.098], [-0.414, -2.000, 2.921], [-1.830, -1.842, 2.341], [1.943, -0.843, -2.281], [2.611, -0.392, -1.747], [1.597, -0.152, -2.857], [1.633, -3.879, -2.179], [2.520, -4.438, -1.353], [3.051, -5.632, -1.697], [2.939, -3.892, -0.220], [2.249, -2.865, 0.197], [1.643, -1.978, 0.633], [1.294, -4.365, -2.993], [1.350, -2.920, -2.045], [2.589, -6.200, -2.389], [3.538, -6.114, -0.962], [-3.961, -1.103, -0.155], [-3.674, -0.038, 0.169], [-1.458, -7.805, -3.443], [-2.229, -7.853, -4.671], [-1.519, -8.404, -5.808], [-3.601, -8.301, -4.520], [-2.435, -6.098, -5.120], [-2.744, -5.816, -6.388], [-2.831, -4.531, -6.697], [-2.597, -3.512, -5.784], [-2.316, -3.915, -4.489], [-2.251, -5.201, -4.162], [-1.949, -2.980, -3.387], [-1.731, -1.618, -3.580], [-1.208, -0.869, -2.544], [-0.935, -1.384, -1.340], [-1.213, -2.673, -1.136], [-1.728, -3.498, -2.118], [-3.080, -4.296, -7.727], [-2.643, -2.477, -6.085], [-1.911, -1.140, -4.531], [-1.002, 0.189, -2.676], [-1.015, -3.053, -0.140], [-1.923, -4.544, -1.928]], "atomic_forces_ev_per_a": [[-0.8, -1.5, -0.6], [0.0, -0.1, 0.0], [0.0, 0.0, 0.0], [0.0, 0.0, -0.1], [0.0, 0.0, 0.0], [0.0, -0.1, 0.0], [0.0, 0.0, 0.0], [0.0, 0.1, -0.1], [-0.1, 0.0, 0.0], [0.1, 0.0, 0.0], [-0.1, 0.0, 0.0], [0.0, 0.1, 0.0], [0.0, 0.0, 0.0], [0.1, 0.0, 0.0], [0.0, -0.1, -0.1], [-0.1, 0.0, 0.1], [0.0, 0.1, 0.0], [-0.1, 0.5, 0.0], [0.1, 0.0, -0.1], [-0.1, 0.0, 0.0], [0.1, -0.1, 0.1], [0.3, 0.5, -0.1], [0.0, 0.3, 0.2], [0.0, 0.0, 0.0], [0.1, 0.2, 0.1], [0.4, 0.3, 0.6], [0.0, -0.1, 0.0], [0.0, 0.1, 0.0], [0.0, 0.0, 0.0], [0.0, 0.0, 0.0], [0.0, 0.0, 0.0], [0.0, 0.0, 0.0], [-0.1, 0.1, 0.1], [0.0, -0.1, -0.1], [0.0, 0.0, 0.0], [0.0, 0.0, 0.0], [0.0, 0.0, 0.0], [0.0, 0.0, 0.0], [-0.2, 0.4, 0.4], [0.0, 0.0, 0.0], [0.0, 0.0, 0.0], [0.0, 0.0, 0.0], [0.0, 0.0, 0.0], [0.0, 0.0, 0.0], [0.0, 0.0, 0.0], [0.0, 0.0, 0.0], [0.0, 0.0, 0.0], [0.0, 0.0, 0.0], [0.0, 0.0, 0.0], [0.0, 0.0, 0.0], [0.0, 0.0, 0.0], [0.0, 0.0, 0.0], [0.0, 0.0, 0.0], [0.0, 0.0, 0.0], [0.0, 0.0, 0.0], [0.0, 0.0, 0.0], [0.0, 0.0, 0.0], [0.0, 0.0, 0.0], [0.0, 0.0, 0.0], [0.0, 0.0, 0.0], [0.0, 0.0, 0.0], [0.0, 0.0, 0.0], [0.0, 0.0, 0.0], [0.0, 0.0, 0.0], [0.0, 0.0, 0.0], [0.0, 0.0, 0.0], [0.0, 0.0, 0.0], [0.0, 0.0, 0.0], [0.0, 0.0, 0.0], [0.0, 0.0, 0.0], [0.0, 0.0, 0.0], [0.0, 0.0, 0.0], [0.0, 0.0, 0.0], [0.0, 0.0, 0.0], [0.0, 0.0, 0.0], [0.0, 0.0, 0.0], [0.0, 0.0, 0.0], [0.0, 0.0, 0.0], [0.0, 0.0, 0.0], [0.0, 0.0, 0.0], [0.0, 0.0, 0.0], [0.0, 0.0, 0.0], [0.0, 0.0, 0.0], [0.0, 0.0, 0.0], [0.0, 0.0, 0.0], [-0.1, -0.1, -0.2], [0.0, 0.0, 0.0], [0.0, 0.1, 0.1], [0.0, -0.1, -0.1], [0.0, 0.0, 0.0], [0.0, 0.0, 0.0], [0.0, -0.2, 0.0], [0.0, -0.2, -0.2], [0.0, 0.1, 0.1], [-0.1, 0.0, -0.1], [0.2, 0.0, 0.2], [0.4, -0.4, -0.1], [0.0, 0.0, 0.1], [0.0, 0.2, 0.0], [0.0, 0.0, 0.0], [0.0, 0.0, 0.0], [0.0, 0.0, 0.0], [0.1, 0.1, 0.1], [0.1, 0.0, 0.0], [0.0, 0.0, 0.0], [0.0, 0.0, 0.0], [0.0, 0.0, 0.0], [0.0, 0.0, 0.0], [0.0, 0.1, 0.0], [0.0, 0.0, 0.0], [-0.1, -0.1, 0.0], [0.1, 0.1, 0.1], [0.1, -0.1, -0.1], [-0.1, 0.0, 0.0], [0.2, 0.0, 0.0], [-0.2, -0.1, 0.1], [-0.1, -0.1, -0.2], [-0.2, 0.0, 0.0], [0.1, 0.0, 0.1], [0.0, 0.0, 0.0], [0.0, 0.0, 0.0], [0.0, 0.0, -0.1], [0.0, 0.0, 0.0], [0.0, 0.0, 0.0], [0.1, 0.0, 0.0]], "lowdin_charge": [1.992, -0.088, -0.200, -0.131, -0.133, -0.199, -0.089, -0.249, 0.039, -0.274, -0.158, -0.206, -0.095, -0.157, -0.235, -0.158, -0.233, -0.071, -0.271, 0.050, -0.264, -0.093, -0.268, 0.002, -0.256, -0.086, -0.142, -0.143, -0.192, -0.087, -0.201, -0.089, -0.157, -0.152, -0.201, -0.090, -0.206, -0.096, -0.079, -0.200, -0.089, 0.067, 0.066, 0.076, 0.107, 0.101, 0.105, 0.106, 0.073, 0.067, 0.072, 0.104, 0.102, 0.102, 0.072, 0.065, 0.066, 0.127, 0.103, 0.087, 0.104, 0.110, 0.076, 0.069, 0.064, 0.103, 0.109, 0.074, 0.068, 0.068, 0.107, 0.102, 0.055, 0.067, 0.073, 0.104, 0.100, 0.062, 0.065, 0.073, 0.102, 0.107, 0.074, 0.067, 0.054, -0.112, 0.047, 0.061, -0.055, 0.031, 0.041, 0.216, -0.486, 0.170, 0.121, -0.319, 0.070, 0.128, 0.065, 0.115, 0.109, 0.176, -0.163, -0.384, 0.384, -0.368, -0.360, -0.342, 0.123, -0.122, -0.004, -0.225, 0.154, -0.130, 0.008, -0.139, -0.055, -0.158, 0.005, 0.106, 0.096, 0.105, 0.102, 0.095, 0.122], "energy_ev": -90539.5873, "total_charge": -1}